1.
C30H80N4O15 | ωB97M-V/def2-TZVPD

Orbital gap (alpha / beta) in eV: 6.449 / 1.657
Total charge: +1
F_max in hartree/bohr: 0.0727
Spin multiplicity: 2
Total energy in eV: -69059.72157

Structure (XYZ):
```
129
C30H80N4O15, DFT ωB97M-V/def2-TZVPD
O 8.30 -1.80 -4.68
O 7.10 -3.84 -6.52
O 13.75 -0.74 -9.69
O 17.28 -2.27 -3.44
O 10.31 -7.23 -8.78
O 16.51 0.36 -10.02
O 12.17 -1.58 -12.79
O 16.44 -3.31 -13.76
O 13.36 -12.93 -9.80
O 15.68 -1.09 -5.51
O 11.38 2.90 -14.08
O 5.62 -8.15 -4.04
O 14.58 -7.30 -10.38
O 12.22 -2.80 -8.78
O 20.46 0.06 -13.20
N 15.60 -9.91 -9.77
N 7.78 -7.84 -5.99
N 12.26 -4.20 -11.68
N 19.15 -2.38 -14.21
C 5.36 -7.65 -5.33
C 15.65 -7.80 -11.19
C 13.24 -7.44 -10.76
C 17.41 -4.36 -14.11
C 15.32 -11.31 -9.62
C 20.33 -1.79 -14.91
C 15.34 -4.02 -13.20
C 15.13 -2.01 -4.62
C 5.66 -9.60 -3.89
C 9.40 -7.00 -7.67
C 11.73 -4.11 -9.17
C 15.91 -2.09 -3.26
C 18.56 -3.59 -14.93
C 21.24 1.16 -12.69
C 21.17 -0.97 -13.88
C 11.08 -2.44 -13.11
C 11.57 -3.92 -13.03
C 6.43 -7.89 -6.53
C 14.00 -13.87 -10.66
C 12.71 -2.81 -7.44
C 8.85 -8.25 -6.99
C 9.76 -7.68 -9.97
C 12.23 -0.25 -13.22
C 11.23 -4.19 -10.64
C 13.87 -11.66 -10.03
C 8.41 -3.30 -6.71
C 15.86 -0.46 -10.93
C 15.61 -9.36 -11.19
C 14.77 -1.42 -10.31
C 8.39 -1.82 -6.14
H 8.62 -3.37 -7.77
H 11.37 0.04 -13.81
H 13.16 -10.94 -9.63
H 9.34 -1.37 -6.41
H 14.38 -2.13 -11.04
H 21.93 1.57 -13.42
H 10.89 -2.24 -14.16
H 5.02 -10.00 -3.11
H 13.66 -3.34 -7.48
H 21.41 -1.66 -13.07
H 5.24 -6.58 -5.13
H 13.10 -1.43 -9.56
H 5.25 -10.12 -4.76
H 11.98 -3.33 -6.82
H 11.64 3.79 -13.85
H 4.45 -8.13 -5.68
H 19.35 -4.24 -15.31
H 15.01 -9.22 -9.34
H 14.49 -3.35 -13.16
H 22.06 -0.54 -14.33
H 6.35 -8.93 -6.84
H 6.14 -7.18 -7.31
H 15.58 -4.37 -12.20
H 13.88 -14.81 -10.12
H 16.14 -11.76 -10.18
H 10.42 2.91 -14.04
H 15.18 -2.95 -5.16
H 10.12 -2.27 -12.62
H 8.52 -6.42 -7.96
H 16.28 0.01 -9.15
H 10.91 -4.51 -8.57
H 21.74 1.13 -11.72
H 12.67 -6.82 -10.07
H 20.13 -1.01 -15.65
H 12.37 -4.11 -13.76
H 15.66 -0.20 -5.15
H 12.22 0.45 -12.38
H 15.08 -13.84 -10.51
H 15.54 -7.14 -12.05
H 17.38 -2.15 -4.38
H 6.62 -9.98 -3.54
H 8.42 -9.05 -7.60
H 9.90 -6.45 -6.88
H 9.16 -3.84 -6.13
H 7.51 -1.27 -6.49
H 13.67 -13.88 -11.70
H 7.89 -7.92 -4.99
H 20.48 1.92 -12.51
H 18.33 -1.82 -14.08
H 14.09 -1.84 -4.35
H 10.59 -8.10 -10.54
H 10.77 -5.17 -10.72
H 18.06 -3.36 -15.87
H 10.50 -3.38 -10.73
H 16.60 -1.04 -11.49
H 15.09 -4.87 -13.83
H 16.43 -9.72 -11.82
H 10.85 -4.72 -13.17
H 12.87 -3.44 -11.43
H 15.78 -1.12 -2.78
H 15.37 -2.76 -2.59
H 12.79 -8.43 -10.86
H 13.12 -0.14 -13.85
H 15.34 0.13 -11.69
H 15.10 -2.04 -9.48
H 14.69 -9.80 -11.57
H 7.16 -4.34 -5.70
H 12.56 -4.81 -9.17
H 16.47 -7.33 -10.65
H 12.83 -1.79 -7.08
H 12.96 -6.96 -11.70
H 9.66 -8.66 -6.39
H 16.97 -5.08 -14.80
H 15.37 -11.83 -8.66
H 9.34 -6.87 -10.57
H 7.80 -2.56 -4.36
H 20.96 -2.60 -15.28
H 8.99 -8.45 -9.97
H 17.80 -4.87 -13.24
H 13.96 -11.51 -11.10
```

---

2.
C30H80O10 | ωB97M-V/def2-TZVPD

Orbital gap in eV: 10.048
SMILES: CC(C)O.CC(C)O.CC(C)O.CC(C)O.CC(C)O.CC(C)O.CC(C)O.CC(C)O.CC(C)O.CC(C)O
F_max in hartree/bohr: 0.1132
Total energy in eV: -52876.53310

Structure (XYZ):
```
120
C30H80O10, DFT ωB97M-V/def2-TZVPD
O -28.11 -9.34 -27.94
O -21.51 -3.96 -18.65
O -36.77 -9.12 -16.66
O -26.92 -8.31 -12.07
O -33.14 -10.43 -26.82
O -26.35 -2.19 -19.06
O -22.79 -10.53 -13.53
O -23.45 -13.12 -21.00
O -33.61 -15.06 -10.80
O -28.11 -8.89 -17.40
C -22.01 -12.78 -12.86
C -26.06 -8.91 -27.41
C -27.13 -3.36 -19.00
C -25.44 -13.08 -22.27
C -36.12 -6.99 -17.52
C -28.63 -9.17 -10.43
C -34.03 -9.96 -24.78
C -27.44 -8.33 -27.43
C -35.70 -14.08 -10.44
C -29.82 -9.94 -16.33
C -24.79 -13.53 -20.96
C -21.81 -5.72 -16.90
C -22.58 -11.92 -14.04
C -28.08 -7.98 -26.02
C -34.84 -11.83 -26.40
C -35.94 -8.02 -16.44
C -36.49 -7.57 -15.11
C -19.99 -4.04 -16.79
C -26.51 -8.10 -9.71
C -26.93 -4.16 -20.30
C -21.37 -4.22 -17.27
C -33.68 -11.06 -25.79
C -30.05 -9.12 -18.73
C -24.72 -15.03 -20.96
C -29.20 -9.72 -17.64
C -34.42 -14.05 -11.33
C -24.05 -12.26 -14.39
C -34.70 -14.32 -12.89
C -28.68 -2.89 -18.86
C -27.57 -8.12 -10.77
H -36.50 -8.39 -14.39
H -25.67 -7.42 -9.85
H -34.99 -9.50 -25.03
H -27.36 -7.82 -12.77
H -28.20 -10.14 -10.20
H -29.31 -3.77 -18.98
H -27.36 -7.52 -25.36
H -36.45 -13.41 -10.86
H -35.31 -6.27 -17.45
H -37.67 -8.85 -16.89
H -23.73 -10.40 -13.42
H -29.11 -2.05 -19.41
H -34.54 -12.56 -27.16
H -22.89 -5.87 -16.89
H -24.85 -15.51 -21.93
H -21.99 -11.81 -14.95
H -28.85 -2.61 -17.82
H -30.78 -9.81 -19.15
H -25.92 -4.05 -20.70
H -23.82 -15.50 -20.55
H -30.58 -8.22 -18.43
H -33.79 -13.18 -11.13
H -22.98 -13.82 -21.46
H -21.15 -13.37 -13.16
H -21.36 -6.48 -17.54
H -35.09 -15.32 -13.02
H -25.58 -12.00 -22.17
H -29.15 -8.68 -9.61
H -33.19 -9.28 -24.66
H -24.87 -13.35 -23.16
H -21.59 -5.87 -15.84
H -22.09 -3.58 -16.76
H -36.10 -15.08 -10.57
H -36.22 -7.43 -18.52
H -37.50 -7.16 -15.13
H -29.42 -8.92 -19.60
H -22.74 -13.52 -12.54
H -33.65 -9.63 -27.00
H -33.41 -14.80 -9.90
H -35.55 -11.17 -26.89
H -26.47 -13.43 -22.36
H -28.85 -10.68 -18.03
H -21.71 -12.21 -11.98
H -19.29 -4.78 -17.17
H -35.57 -13.96 -9.37
H -24.73 -11.86 -13.63
H -29.40 -9.24 -11.20
H -25.22 -8.28 -27.12
H -35.88 -6.75 -14.74
H -27.04 -7.86 -8.79
H -28.51 -8.74 -25.36
H -27.38 -9.18 -17.96
H -29.05 -9.15 -27.85
H -24.16 -13.35 -14.39
H -26.06 -9.09 -9.65
H -25.41 -15.41 -20.20
H -25.30 -13.18 -20.07
H -19.70 -2.99 -16.87
H -25.90 -9.06 -28.48
H -29.05 -10.37 -15.69
H -35.38 -12.50 -25.73
H -34.15 -10.46 -23.82
H -28.06 -7.15 -10.83
H -35.29 -13.50 -13.31
H -19.89 -4.22 -15.72
H -24.34 -11.96 -15.39
H -37.02 -6.40 -17.39
H -32.91 -11.65 -25.30
H -27.63 -3.90 -21.10
H -25.90 -9.79 -26.79
H -25.44 -2.47 -19.20
H -26.85 -4.02 -18.18
H -34.90 -8.31 -16.30
H -28.93 -7.32 -26.21
H -33.71 -14.35 -13.36
H -21.32 -4.74 -19.18
H -27.56 -7.47 -28.09
H -27.06 -5.22 -20.09
H -30.15 -9.02 -15.84
H -30.74 -10.51 -16.36
```

---

3.
C30H81BF4O11V | ωB97M-V/def2-TZVPD

Orbital gap (alpha / beta) in eV: 8.363 / 10.031
F_max in hartree/bohr: 0.0919
Spin multiplicity: 4
Total energy in eV: -92184.26589

Structure (XYZ):
```
128
C30H81BF4O11V, DFT ωB97M-V/def2-TZVPD
V 9.52 -0.72 9.95
F 7.44 -3.47 11.74
F 8.82 -1.76 11.80
F 7.22 -1.72 10.29
F 8.99 -3.01 10.17
O 5.25 -4.08 9.36
O 9.47 0.81 11.64
O 15.66 0.69 9.02
O 7.54 -3.68 3.23
O 11.63 -1.56 10.47
O 5.57 -2.76 13.42
O 8.03 0.83 9.32
O 7.16 1.90 13.42
O 12.34 -2.69 8.05
O 9.70 1.74 7.19
O 10.29 -0.79 8.06
C 7.58 -3.55 14.72
C 5.29 -3.97 15.52
C 12.87 -4.61 6.93
C 6.20 0.98 7.90
C 10.42 2.87 11.09
C 7.78 -1.30 3.30
C 12.19 -2.06 11.69
C 5.63 -6.16 10.47
C 4.76 1.45 13.13
C 7.31 -2.84 5.43
C 10.49 3.72 6.46
C 13.70 1.94 9.05
C 14.36 0.92 6.96
C 12.49 -3.16 6.74
C 10.82 1.76 13.39
C 5.03 -5.93 7.92
C 13.53 -2.36 5.97
C 6.10 1.02 15.31
C 14.34 0.71 8.47
C 6.67 2.71 9.71
C 7.11 -2.56 3.97
C 10.40 2.27 6.10
C 6.08 0.97 13.77
C 5.84 -5.35 9.17
C 10.60 1.59 11.91
C 13.60 -1.42 11.91
C 12.15 -3.51 11.61
C 6.69 1.25 9.34
C 9.52 2.15 4.86
C 6.08 -3.81 14.30
B 8.06 -2.51 11.02
H 4.22 -4.14 15.40
H 7.78 -2.57 15.15
H 14.27 -1.93 11.21
H 4.89 1.68 12.07
H 14.01 -3.04 5.27
H 12.09 -1.98 9.73
H 6.83 2.77 13.64
H 8.33 1.42 8.62
H 5.38 -3.12 16.20
H 6.21 -3.00 12.75
H 4.00 -5.82 8.25
H 7.48 -4.43 3.83
H 6.90 -2.07 6.07
H 4.46 2.42 13.51
H 11.51 -1.79 12.49
H 6.03 -2.47 3.90
H 5.65 3.07 9.60
H 13.44 0.61 6.46
H 13.71 -0.33 11.89
H 11.52 1.17 11.50
H 13.34 -4.89 5.99
H 11.39 3.80 7.08
H 15.14 0.30 6.53
H 8.86 -1.17 3.32
H 11.97 -5.17 7.20
H 13.72 2.08 10.13
H 5.23 -6.92 7.52
H 6.34 -0.05 7.56
H 7.28 3.47 9.22
H 9.99 0.83 7.15
H 7.28 -0.43 3.72
H 8.34 -3.17 5.60
H 6.88 -5.09 8.96
H 5.11 1.04 7.85
H 12.64 1.99 8.78
H 13.93 -1.59 12.93
H 6.19 0.61 10.07
H 9.56 4.25 6.66
H 6.02 2.07 15.62
H 11.53 -3.01 6.25
H 5.83 -4.69 13.71
H 11.26 0.89 13.89
H 6.71 -3.69 5.75
H 6.11 -5.78 11.38
H 4.56 -6.35 10.56
H 8.73 1.23 12.08
H 14.49 1.95 6.61
H 11.46 2.59 13.68
H 9.87 2.69 3.98
H 7.63 -1.37 2.22
H 15.73 1.61 9.27
H 13.66 -0.06 8.83
H 9.60 3.47 11.47
H 7.98 -4.17 15.53
H 10.21 2.74 10.03
H 8.27 -3.76 13.90
H 9.86 1.89 13.90
H 10.78 4.30 5.58
H 12.96 -1.55 5.53
H 5.32 0.39 15.72
H 5.58 -4.87 16.07
H 11.18 -3.87 11.26
H 13.62 -4.75 7.71
H 11.22 3.61 11.20
H 11.40 1.84 6.08
H 6.96 0.62 15.86
H 6.01 -7.16 10.29
H 12.92 -3.87 10.93
H 6.56 1.64 7.11
H 5.19 -5.19 7.14
H 14.41 2.71 8.74
H 3.94 0.76 13.35
H 9.21 1.16 4.55
H 14.31 -1.87 6.55
H 9.90 -1.00 7.19
H 5.72 -3.72 10.12
H 6.93 2.78 10.77
H 12.36 -3.95 12.58
H 6.35 -0.01 13.38
H 11.55 -2.18 7.90
H 8.63 2.72 5.12
```

---

Asked for energy relative to the best compared isomer or geometry (same formula, charge and spin) across the records above, the calculation gives 288.4 645.5 156.7 kJ/mol in order.